No. 1
Molecular formula: C41H41BrHgN4P2
Method: DFT, ωB97M-V/def2-TZVPD

- E (eV) = -141933.03543
- 2S+1 = 2
- HOMO energy (spin up / spin down) (eV) = -8.92 / -10.29
- F_max (Eh/bohr) = 0.0049
- HOMO-LUMO gap (spin up / spin down) (eV) = 7.25 / 7.05
- energy above the lowest of the compared OMol25 structures with the same formula, charge and spin (kcal per mole) = 0.0
- net charge = +1

Geometry (Å):
Hg: 0.0276 0.3401 0.9813
C: 0.8596 -1.1706 -3.4297
C: -0.3956 -0.3075 -3.1933
P: -1.0848 -0.3143 -1.4717
C: -2.6680 0.5719 -1.6261
C: -3.4338 0.5793 -2.7949
C: -4.6354 1.2681 -2.8449
C: -5.0936 1.9565 -1.7292
C: -4.3444 1.9560 -0.5634
C: -3.1370 1.2730 -0.5149
C: -1.5061 -2.0704 -1.2565
C: -2.7201 -2.6278 -1.6535
C: -2.9600 -3.9820 -1.4679
C: -1.9912 -4.7906 -0.8869
C: -0.7859 -4.2396 -0.4753
C: -0.5486 -2.8838 -0.6525
C: 2.1898 -0.4165 -3.3433
P: 2.3186 0.5823 -1.7937
C: 4.1259 0.8307 -1.6079
C: 4.9524 -0.2892 -1.4799
C: 6.2974 -0.1519 -1.1725
C: 6.8393 1.1124 -0.9710
C: 6.0262 2.2304 -1.0836
C: 4.6796 2.0921 -1.3972
C: 1.7632 2.2387 -2.3648
C: 0.8973 2.9820 -1.5682
C: 0.4493 4.2347 -1.9720
C: 0.8746 4.7645 -3.1785
C: 1.7587 4.0450 -3.9747
C: 2.1991 2.7961 -3.5703
H: 0.7870 -1.6133 -4.4242
H: 0.8667 -2.0122 -2.7349
H: -1.2020 -0.6719 -3.8287
H: -0.2198 0.7356 -3.4660
H: -3.1059 0.0479 -3.6776
H: -5.2159 1.2669 -3.7581
H: -6.0320 2.4943 -1.7730
H: -4.6927 2.4924 0.3097
H: -2.5567 1.2803 0.4000
H: -3.4877 -2.0033 -2.0924
H: -3.9072 -4.4064 -1.7754
H: -2.1798 -5.8471 -0.7472
H: -0.0330 -4.8625 -0.0087
H: 0.3790 -2.4486 -0.2926
H: 2.3170 0.2240 -4.2156
H: 3.0117 -1.1331 -3.3556
H: 4.5430 -1.2852 -1.6130
H: 6.9242 -1.0310 -1.0926
H: 7.8904 1.2226 -0.7370
H: 6.4403 3.2196 -0.9334
H: 4.0598 2.9759 -1.4758
H: 0.5697 2.5861 -0.6141
H: -0.2297 4.7932 -1.3402
H: 0.5276 5.7388 -3.4979
H: 2.1083 4.4625 -4.9104
H: 2.9068 2.2616 -4.1920
Br: 0.8950 -4.0061 6.6468
C: 0.8049 -2.9662 5.0827
C: 0.0352 -3.3848 4.0115
C: 0.0080 -2.5873 2.8805
N: 0.6946 -1.4489 2.7691
C: 1.4177 -1.0552 3.8194
C: 1.5075 -1.7776 4.9972
H: -0.5349 -4.3018 4.0530
H: -0.5981 -2.8706 2.0289
H: 1.9462 -0.1147 3.7128
H: 2.1087 -1.4189 5.8207
N: 4.6092 1.0881 2.0099
C: 4.2034 2.3526 2.3590
C: 2.8650 2.3852 2.1124
N: 2.4564 1.1728 1.5974
C: 3.5310 0.4191 1.5551
H: 5.5574 0.7530 1.9800
H: 4.8843 3.0930 2.7410
H: 2.1753 3.1997 2.2601
H: 3.5754 -0.5932 1.1872
C: -6.3649 -0.5599 4.0771
C: -5.0001 -0.6344 3.4563
C: -3.9102 0.0284 4.0110
C: -2.6762 -0.0469 3.3873
N: -2.4580 -0.7339 2.2670
C: -3.5009 -1.3736 1.7360
C: -4.7711 -1.3529 2.2869
H: -6.3029 -0.3744 5.1484
H: -6.9230 -1.4811 3.9142
H: -6.9378 0.2559 3.6316
H: -4.0184 0.5994 4.9251
H: -1.8168 0.4685 3.8074
H: -3.3096 -1.9321 0.8236
H: -5.5755 -1.8976 1.8072

Atomic forces in eV per Å
Hg 0.07 0.06 -0.04
C -0.06 0.05 0.07
C -0.01 0.01 0.00
P 0.07 0.03 -0.06
C -0.02 -0.02 -0.01
C 0.02 0.03 0.03
C -0.02 0.00 0.00
C -0.01 -0.01 -0.02
C 0.04 -0.02 0.00
C 0.00 -0.01 0.00
C -0.06 0.02 0.07
C 0.05 -0.05 -0.04
C 0.00 0.00 0.00
C -0.01 0.01 0.01
C 0.01 -0.02 -0.01
C -0.07 -0.04 0.07
C -0.06 0.04 0.01
P 0.05 0.06 0.13
C -0.03 0.01 0.03
C -0.01 0.02 -0.02
C -0.02 0.00 0.00
C 0.00 0.01 0.01
C 0.00 -0.01 0.01
C 0.02 -0.03 0.01
C 0.11 0.01 -0.04
C -0.03 -0.02 0.03
C -0.01 -0.02 0.01
C 0.00 0.01 -0.01
C 0.00 0.01 -0.01
C -0.02 0.00 0.03
H -0.04 0.00 -0.01
H 0.02 -0.02 0.04
H -0.03 -0.03 -0.05
H -0.01 0.01 -0.02
H 0.03 0.00 -0.02
H 0.00 0.00 0.00
H 0.01 -0.01 0.00
H 0.00 0.00 0.00
H 0.00 0.01 0.00
H 0.00 0.01 -0.02
H 0.02 0.00 0.00
H 0.00 0.01 0.00
H -0.01 -0.01 -0.01
H 0.04 -0.01 -0.06
H 0.02 0.00 -0.05
H 0.03 -0.01 0.02
H -0.01 -0.01 -0.01
H 0.00 0.00 -0.01
H 0.00 0.00 -0.01
H 0.00 0.00 0.00
H 0.00 0.01 0.00
H -0.02 -0.06 0.03
H 0.00 -0.01 -0.01
H 0.00 -0.01 0.00
H 0.00 -0.01 0.01
H 0.00 -0.02 -0.01
Br -0.01 0.00 0.00
C 0.00 -0.03 0.02
C -0.03 -0.02 -0.03
C 0.02 0.01 -0.04
N 0.00 -0.02 0.09
C 0.01 0.03 -0.04
C 0.03 0.04 0.01
H 0.01 0.01 0.00
H 0.00 0.01 0.03
H -0.02 -0.03 0.00
H -0.01 0.00 -0.02
N 0.04 -0.01 -0.07
C -0.02 0.00 0.02
C -0.04 -0.03 -0.12
N 0.09 0.02 0.24
C -0.09 0.09 -0.15
H 0.01 0.00 0.01
H -0.02 -0.03 -0.01
H 0.01 -0.02 0.00
H 0.01 0.02 0.02
C 0.02 0.00 -0.01
C -0.01 0.00 -0.01
C 0.00 0.01 0.01
C 0.02 0.00 0.02
N -0.05 0.00 -0.07
C -0.02 -0.04 -0.02
C 0.02 0.00 0.01
H 0.00 0.00 0.00
H 0.01 0.00 0.00
H 0.01 0.00 0.00
H 0.00 -0.01 -0.01
H -0.01 -0.01 0.00
H -0.01 0.03 0.07
H 0.02 0.01 0.00

No. 2
Molecular formula: C11H15NO3
Method: DFT, ωB97M-V/def2-TZVPD

- E (eV) = -19270.79868
- 2S+1 = 1
- HOMO energy (eV) = -8.69
- F_max (Eh/bohr) = 0.3314
- HOMO-LUMO gap (eV) = 9.21
- energy above the lowest of the compared OMol25 structures with the same formula, charge and spin (kcal per mole) = 281.6

Geometry (Å):
C: -2.7933 -1.4590 -1.0170
C: -3.3098 -0.6917 -0.1605
O: -4.1810 -1.0019 0.8575
C: -2.2317 -0.0700 0.8902
C: -1.3983 0.8720 0.2368
O: -1.5437 1.3958 -1.1816
N: -0.3053 1.4372 0.7148
O: 0.6824 2.4586 0.3465
C: 1.3753 1.8054 -0.8731
C: 2.0942 0.1856 -0.5445
C: 3.2096 0.3681 0.4282
C: 3.6847 -0.9714 0.6251
C: 3.0157 -2.1468 0.4271
C: 2.0054 -2.1974 -0.4607
C: 1.4259 -0.8529 -0.7950
H: -3.5306 -1.8482 -1.6846
H: -2.0216 -0.8299 -1.7981
H: -2.2580 -2.3338 -0.6885
H: -3.8095 0.3032 -0.4065
H: -5.0092 -1.6036 0.4931
H: -1.4867 -0.7979 1.1784
H: -2.5855 0.3337 1.7114
H: 0.0087 0.9496 1.6939
H: 2.1892 2.5101 -0.7723
H: 0.8258 1.8084 -1.8903
H: 3.6511 1.3007 0.8033
H: 4.4477 -0.9191 1.5445
H: 3.4360 -3.0834 0.4933
H: 1.4625 -2.8897 -0.7496
H: 0.6962 -0.6287 -1.5761

Atomic forces in eV per Å
C 6.26 -6.08 -11.10
C -2.97 12.93 10.69
O -5.72 -5.66 0.37
C 2.21 -2.79 -4.69
C 2.18 7.04 -10.70
O -0.24 -3.10 6.69
N 1.61 -1.69 6.53
O -2.41 -4.65 -2.54
C 1.24 -1.32 0.41
C 2.37 11.94 4.25
C -1.50 -4.93 -3.17
C 2.61 4.94 6.07
C -0.32 -0.58 -2.81
C 0.97 10.32 2.02
C -1.17 -6.54 -2.88
H -0.72 -0.43 -0.85
H -2.16 -1.51 2.43
H 0.41 -0.31 0.61
H 1.14 -1.13 -1.74
H 3.06 2.24 1.27
H -0.10 -1.10 0.41
H -2.45 1.82 3.96
H -0.61 2.01 -2.97
H 0.63 -0.08 -1.11
H 0.38 0.26 2.21
H -0.27 -0.67 -0.40
H -0.94 -0.82 -2.37
H 1.46 -1.87 1.50
H -4.33 -7.25 -2.51
H -0.62 -1.01 0.41

No. 3
Molecular formula: C3H2Cl2S
Method: DFT, ωB97M-V/def2-TZVPD

- E (eV) = -39021.62149
- 2S+1 = 1
- HOMO energy (eV) = -9.13
- F_max (Eh/bohr) = 0.0643
- HOMO-LUMO gap (eV) = 8.00
- energy above the lowest of the compared OMol25 structures with the same formula, charge and spin (kcal per mole) = 11.2

Geometry (Å):
S: 0.6464 1.1041 -2.4550
C: 0.5219 -0.0044 -1.2267
C: -0.5446 0.0622 -0.1393
C: -0.2277 -0.3276 1.1142
Cl: -1.2827 0.2798 2.3963
Cl: 1.1215 -1.1909 1.6813
H: 1.1164 -0.8361 -1.0167
H: -1.3512 0.9128 -0.3541

Atomic forces in eV per Å
S -0.05 -1.62 1.58
C -2.68 1.93 0.11
C 0.74 2.61 -1.41
C -1.67 1.25 -0.06
Cl 0.49 -0.55 -0.35
Cl -0.02 -0.14 -0.28
H 1.65 -1.11 -0.43
H 1.54 -2.35 0.85

No. 4
Molecular formula: C23H36N4O4PtS
Method: DFT, ωB97M-V/def2-TZVPD

- E (eV) = -52655.58983
- 2S+1 = 1
- HOMO energy (eV) = -14.40
- F_max (Eh/bohr) = 0.0118
- HOMO-LUMO gap (eV) = 7.35
- energy above the lowest of the compared OMol25 structures with the same formula, charge and spin (kcal per mole) = 0.6
- net charge = +2

Geometry (Å):
Pt: -1.6120 1.3541 0.4711
N: -0.0750 0.4027 1.5175
C: -0.2922 0.2837 2.9932
C: -0.8889 -1.0447 3.4160
C: -2.3118 -1.3156 2.9417
C: -2.4420 -1.5295 1.4361
N: -2.8644 -0.2900 0.7105
H: 0.2333 -0.4919 1.0961
H: 0.7174 1.0240 1.3816
H: -0.9262 1.1125 3.3106
H: 0.6749 0.4034 3.4836
H: -0.8632 -1.0646 4.5065
H: -0.2358 -1.8599 3.0869
H: -2.9799 -0.5097 3.2649
H: -2.6768 -2.2146 3.4385
H: -3.1847 -2.2981 1.2183
H: -1.5016 -1.8571 0.9951
H: -3.7446 0.0089 1.1245
H: -3.0822 -0.5660 -0.2471
O: 5.9075 3.9273 1.0351
C: 5.2047 2.8989 0.5507
O: 5.7487 1.8991 0.1862
C: 3.7012 3.0467 0.4263
C: 2.9643 4.1371 0.8911
C: 1.5903 4.1456 0.7586
C: 0.9408 3.0744 0.1479
C: 1.6776 2.0033 -0.3686
C: 3.0552 1.9936 -0.1970
N: -0.4813 3.0120 0.0597
C: -1.1741 4.0251 -0.2978
C: -2.6029 3.8351 -0.5015
C: -3.4470 4.8539 -0.8910
C: -4.7760 4.5573 -1.1683
C: -5.2000 3.2472 -1.0652
C: -4.2961 2.2728 -0.6651
N: -3.0285 2.5518 -0.3708
H: 5.3642 4.6955 1.2413
H: 3.4307 4.9749 1.3924
H: 1.0136 4.9574 1.1836
H: 1.3444 0.1410 -0.8795
H: 3.6451 1.1678 -0.5757
H: -0.7089 4.9742 -0.5451
H: -3.0666 5.8621 -0.9824
H: -5.4601 5.3371 -1.4732
H: -6.2180 2.9664 -1.2939
H: -4.6036 1.2395 -0.5986
C: -0.8915 -5.4266 -2.0136
C: -0.5312 -5.1056 -0.5681
C: 0.7068 -4.2247 -0.4430
S: 0.3994 -2.5730 -1.1303
O: 1.0924 -1.5787 -0.1948
C: 1.3741 -2.5910 -2.6555
C: 2.8558 -2.2734 -2.4870
C: 3.6675 -3.2703 -1.6730
H: -1.7515 -6.0921 -2.0637
H: -0.0618 -5.9225 -2.5209
H: -1.1455 -4.5262 -2.5796
H: -0.3312 -6.0294 -0.0228
H: -1.3749 -4.6263 -0.0620
H: 1.5667 -4.6715 -0.9382
H: 0.9749 -4.0196 0.5949
H: 0.8950 -1.8477 -3.2954
H: 1.1947 -3.5739 -3.0971
H: 2.9568 -1.2760 -2.0531
H: 3.2607 -2.2012 -3.4987
H: 3.3602 -3.2838 -0.6269
H: 4.7211 -2.9965 -1.6960
H: 3.5850 -4.2810 -2.0779
O: 1.0070 1.0463 -1.0424

Atomic forces in eV per Å
Pt 0.41 -0.40 0.21
N -0.37 0.15 -0.09
C 0.10 -0.05 0.07
C 0.02 0.02 0.00
C 0.03 0.00 -0.04
C -0.01 -0.03 0.01
N 0.03 0.03 -0.11
H -0.10 0.14 -0.03
H 0.10 -0.03 0.07
H 0.02 0.00 0.00
H 0.01 0.00 -0.01
H -0.04 -0.02 0.00
H 0.02 0.02 -0.01
H -0.01 0.00 -0.02
H 0.03 -0.01 0.01
H -0.03 0.04 0.01
H 0.02 -0.03 -0.01
H -0.01 0.04 0.03
H -0.02 -0.02 0.02
O -0.02 -0.02 0.07
C 0.05 0.10 -0.29
O -0.02 -0.05 0.13
C -0.03 0.10 0.15
C 0.12 -0.09 -0.01
C -0.15 -0.09 0.07
C 0.08 0.13 0.13
C 0.21 0.08 -0.03
C -0.10 -0.13 -0.13
N -0.16 -0.13 0.01
C 0.15 0.00 -0.13
C -0.14 0.00 -0.03
C 0.03 0.00 -0.02
C -0.02 0.04 0.00
C 0.02 -0.04 -0.02
C 0.00 0.02 -0.02
N -0.06 0.19 0.00
H 0.00 0.00 0.00
H 0.00 0.00 0.01
H -0.02 0.01 -0.02
H 0.08 -0.12 0.03
H 0.02 0.02 0.01
H 0.02 0.00 0.00
H 0.00 0.00 0.00
H 0.00 0.00 0.00
H 0.00 -0.01 0.00
H -0.02 -0.02 0.05
C 0.00 0.00 0.00
C 0.01 0.00 0.01
C 0.05 0.00 -0.01
S 0.02 0.06 0.04
O -0.08 0.11 -0.02
C -0.01 -0.02 -0.02
C -0.02 0.03 0.01
C 0.01 0.00 0.01
H 0.00 0.00 0.00
H 0.00 0.00 0.00
H 0.00 0.00 0.00
H 0.00 0.00 0.00
H -0.01 0.00 -0.01
H -0.01 0.01 0.01
H -0.01 -0.01 0.01
H 0.00 -0.01 -0.01
H 0.03 0.00 -0.01
H 0.00 -0.01 0.00
H 0.01 -0.01 0.00
H 0.01 0.00 -0.01
H 0.00 -0.01 -0.01
H 0.00 0.00 0.00
O -0.22 -0.01 -0.10